Record 1
DFT (ωB97M-V/def2-TZVPD) results for the molecule C5H8O2.

The geometry in XYZ format:
```
15
Properties=species:S:1:pos:R:3:forces:R:3:lowdin_charge:R:1
C -2.348 -0.045 -0.533 0.0 0.1 -0.1 -0.11
C -0.990 -0.385 0.083 0.1 0.0 0.0 -0.27
C 0.202 0.324 -0.610 0.3 0.1 0.0 -0.11
C 1.495 0.076 0.222 -0.2 -0.1 1.6 -0.19
O 1.291 -0.292 1.374 -1.1 -0.7 0.4 0.06
C 3.029 0.135 0.683 0.4 0.6 -1.1 -0.24
O 3.561 1.089 1.181 -0.3 -0.3 -0.7 0.05
H -2.570 1.024 -0.448 0.1 -0.1 0.0 0.07
H -3.153 -0.586 -0.020 0.2 0.1 -0.1 0.07
H -2.394 -0.318 -1.593 0.0 0.1 0.1 0.07
H -0.837 -1.472 0.049 0.1 0.2 0.0 0.11
H -0.994 -0.118 1.144 0.0 0.0 -0.2 0.11
H 0.242 0.051 -1.672 0.4 0.0 0.3 0.12
H 0.034 1.410 -0.584 0.1 -0.1 0.0 0.12
H 3.430 -0.892 0.723 -0.1 0.2 -0.1 0.13
```
Positions in Å, forces in eV/Å.

Summary:
- Largest force on an atom: 0.032 hartree/bohr
- E_HOMO: -9.4 eV
- Total energy: -9407.4023 eV
- Energy above the lowest of the compared OMol25 structures with the same formula, charge and spin: 56.0 kcal/mol
- Gap between HOMO and LUMO: 9.993 eV
- SMILES: CCCC(=O)C=O

---

Record 2
DFT (ωB97M-V/def2-TZVPD) results for a structure of composition C5H8O2.

The geometry in XYZ format:
```
15
Properties=species:S:1:pos:R:3:forces:R:3:lowdin_charge:R:1
C 1.147 0.423 -0.806 0.6 0.2 0.5 0.06
C 0.151 -0.690 0.522 0.2 0.7 -0.5 -0.30
O 0.984 -1.500 1.195 0.0 -0.1 -0.7 0.11
C -0.679 0.293 1.293 0.2 0.1 -0.1 -0.10
C -1.355 0.668 -0.040 -0.3 0.1 -0.2 -0.08
C -0.549 -0.441 -0.781 -0.7 -0.6 0.4 -0.55
O -0.715 -0.994 -1.857 0.0 -0.2 0.2 0.00
H 1.598 1.027 -0.033 0.4 0.2 0.1 0.07
H 1.814 -0.323 -1.244 -0.1 0.0 0.4 0.08
H 0.822 1.076 -1.636 -0.3 -0.4 0.6 0.10
H 1.303 -2.238 0.660 -0.1 0.0 -0.2 0.13
H -1.369 -0.200 1.993 0.3 -0.1 -0.3 0.13
H -0.114 1.047 1.848 -0.1 0.1 -0.2 0.12
H -2.406 0.390 -0.097 -0.1 0.2 0.1 0.12
H -1.215 1.705 -0.352 0.0 -0.2 -0.2 0.11
```
Positions in Å, forces in eV/Å.

Summary:
- Largest force on an atom: 0.020 hartree/bohr
- E_HOMO: -8.7 eV
- Total energy: -9406.4347 eV
- Energy above the lowest of the compared OMol25 structures with the same formula, charge and spin: 78.3 kcal/mol
- Gap between HOMO and LUMO: 9.290 eV

---

Record 3
DFT (ωB97M-V/def2-TZVPD) results for a cluster of 2 separate species, C5H8O2 in total.

The geometry in XYZ format:
```
15
Properties=species:S:1:pos:R:3:forces:R:3:lowdin_charge:R:1
O -0.762 1.814 -0.158 0.4 -0.3 0.4 0.06
C -0.437 0.690 0.141 -0.3 0.7 0.3 -0.51
C 0.667 0.329 1.116 0.0 0.2 0.1 -0.08
C 1.573 -0.549 0.206 0.0 -0.1 -0.2 -0.08
C 0.780 -0.469 -1.104 0.0 -0.7 -0.5 -0.38
O 1.176 -0.157 -2.194 -0.2 -0.4 0.5 0.13
C -0.745 -0.543 -0.671 0.8 0.1 -0.6 -0.05
H 1.135 1.248 1.463 0.1 -0.1 0.0 0.12
H 0.257 -0.221 1.971 0.1 0.1 -0.1 0.13
H 2.609 -0.202 0.151 -0.3 0.0 -0.2 0.12
H 1.578 -1.603 0.504 0.0 0.2 0.1 0.12
H -1.466 -0.418 -1.479 0.4 0.1 0.1 0.12
H -0.977 -1.436 -0.065 0.3 0.4 -0.1 0.13
H -2.819 0.413 0.119 -0.6 0.1 0.1 0.08
H -2.568 1.104 -0.001 -0.8 -0.3 0.1 0.08
```
Positions in Å, forces in eV/Å.

Summary:
- Largest force on an atom: 0.020 hartree/bohr
- E_HOMO: -9.7 eV
- Total energy: -9407.5877 eV
- Energy above the lowest of the compared OMol25 structures with the same formula, charge and spin: 51.8 kcal/mol
- Gap between HOMO and LUMO: 9.857 eV
- SMILES: O=C1CCC(=O)C1.[H][H]

---

Record 4
DFT (ωB97M-V/def2-TZVPD) results for the molecule C5H8O2.

The geometry in XYZ format:
```
15
Properties=species:S:1:pos:R:3:forces:R:3:lowdin_charge:R:1
C 0.655 1.020 1.042 0.0 0.1 0.0 0.00
C 0.432 -0.274 0.270 -0.1 0.1 0.0 -0.52
O 1.269 -1.308 0.714 0.2 0.1 0.1 0.03
C -1.046 -0.713 0.142 -0.1 -0.1 0.2 -0.09
C -1.146 -0.061 -1.258 -0.1 0.0 -0.1 -0.07
C 0.385 -0.005 -1.255 0.4 0.1 -0.4 -0.33
O 1.227 0.092 -2.105 -0.4 -0.1 0.5 0.13
H 0.576 0.827 2.118 0.0 0.0 -0.1 0.09
H 1.652 1.423 0.824 -0.1 -0.1 0.0 0.09
H -0.079 1.788 0.775 0.1 -0.1 0.0 0.09
H 2.090 -0.926 1.044 0.0 -0.1 -0.1 0.10
H -1.091 -1.804 0.084 0.0 0.2 0.0 0.12
H -1.732 -0.358 0.916 0.1 0.0 -0.1 0.12
H -1.603 -0.639 -2.065 0.1 0.1 0.1 0.12
H -1.589 0.941 -1.245 0.1 -0.1 0.0 0.12
```
Positions in Å, forces in eV/Å.

Summary:
- Largest force on an atom: 0.013 hartree/bohr
- E_HOMO: -9.2 eV
- Total energy: -9408.8252 eV
- Energy above the lowest of the compared OMol25 structures with the same formula, charge and spin: 23.2 kcal/mol
- Gap between HOMO and LUMO: 10.088 eV
- SMILES: C[C@@]1(O)CCC1=O

---

Record 5
DFT (ωB97M-V/def2-TZVPD) results for the molecule C5H8O2.

The geometry in XYZ format:
```
15
Properties=species:S:1:pos:R:3:forces:R:3:lowdin_charge:R:1
C -3.367 -1.186 -0.515 0.4 0.6 0.2 0.12
C -2.501 -0.429 -0.142 -0.5 -1.2 -0.7 -0.09
C -1.340 0.446 0.006 -0.4 0.5 0.0 -0.25
O -0.110 -0.239 -0.046 -0.2 0.2 0.4 -0.12
C 0.914 0.622 0.417 0.2 0.3 0.1 -0.23
C 2.194 -0.157 0.360 0.2 0.3 0.3 -0.26
O 2.512 -0.504 -0.967 0.0 -0.4 -0.2 -0.05
H -4.148 -1.828 -0.892 0.4 0.3 0.4 0.03
H -1.432 1.175 -0.813 0.3 0.0 0.0 0.13
H -1.355 1.020 0.934 -0.4 0.0 0.1 0.12
H 0.981 1.528 -0.202 0.1 -0.2 -0.3 0.13
H 0.767 1.035 1.432 -0.4 -0.6 0.0 0.13
H 2.972 0.518 0.712 0.3 -0.1 0.0 0.12
H 2.163 -1.024 1.048 -0.1 0.2 -0.4 0.13
H 1.750 -0.976 -1.332 0.2 0.1 0.1 0.09
```
Positions in Å, forces in eV/Å.

Summary:
- Largest force on an atom: 0.029 hartree/bohr
- E_HOMO: -10.1 eV
- Total energy: -9406.7562 eV
- Energy above the lowest of the compared OMol25 structures with the same formula, charge and spin: 70.9 kcal/mol
- Gap between HOMO and LUMO: 11.003 eV
- SMILES: C#CCOCCO

---

Record 6
DFT (ωB97M-V/def2-TZVPD) results for the molecule C5H8O2.

The geometry in XYZ format:
```
15
Properties=species:S:1:pos:R:3:forces:R:3:lowdin_charge:R:1
C 0.502 1.868 0.386 -0.1 -0.1 0.0 0.05
C -0.639 1.494 0.949 0.2 0.2 0.0 -0.21
O -1.434 0.466 0.494 -0.1 -0.1 0.0 -0.13
C -0.812 -0.821 0.459 0.0 -0.1 0.1 -0.14
C 0.102 -0.966 -0.729 0.2 -0.3 0.2 -0.44
C 1.293 -1.555 -0.665 -0.1 0.1 0.0 0.07
O -0.417 -0.483 -1.890 -0.1 0.1 0.1 0.05
H 1.081 2.679 0.807 -0.1 0.0 0.0 0.06
H 0.889 1.367 -0.494 0.0 0.1 0.1 0.06
H -1.071 1.989 1.818 0.1 0.0 -0.1 0.11
H -1.644 -1.533 0.385 0.2 0.1 0.0 0.14
H -0.265 -1.002 1.389 0.0 0.0 -0.1 0.13
H 1.672 -1.908 0.286 -0.1 0.0 -0.1 0.06
H 1.910 -1.682 -1.545 -0.1 0.0 0.0 0.07
H -1.166 0.086 -1.649 0.1 -0.1 -0.1 0.11
```
Positions in Å, forces in eV/Å.

Summary:
- Largest force on an atom: 0.009 hartree/bohr
- E_HOMO: -9.1 eV
- Total energy: -9407.8367 eV
- Energy above the lowest of the compared OMol25 structures with the same formula, charge and spin: 46.0 kcal/mol
- Gap between HOMO and LUMO: 10.014 eV
- SMILES: C=COCC(=C)O

---

Record 7
DFT (ωB97M-V/def2-TZVPD) results for a structure of composition C5H8O2.

The geometry in XYZ format:
```
15
Properties=species:S:1:pos:R:3:forces:R:3:lowdin_charge:R:1
C -0.056 -1.121 -2.030 -0.2 0.1 0.1 -0.11
C 0.366 -0.041 -1.018 -0.3 0.4 0.0 -0.22
C -0.215 -0.114 0.419 -0.3 0.3 0.2 -0.09
C 0.679 0.535 1.349 1.1 -0.3 0.1 -0.42
O 1.186 1.622 1.109 0.3 -0.5 0.4 0.03
C -1.289 0.913 1.673 -1.0 -0.6 -0.4 -0.12
O -1.910 0.240 2.426 0.3 0.3 -0.6 0.09
H 0.245 -2.136 -1.732 -0.1 0.3 0.1 0.07
H 0.425 -0.936 -3.001 -0.1 0.1 0.3 0.07
H -1.137 -1.129 -2.195 0.1 0.0 0.0 0.07
H 0.212 0.960 -1.413 -0.1 0.0 -0.2 0.11
H 1.466 -0.102 -0.903 -0.5 0.0 0.1 0.12
H -0.668 -1.072 0.680 0.3 0.2 0.3 0.12
H 0.759 0.022 2.315 0.4 0.2 0.5 0.14
H -1.134 2.012 1.844 0.0 -0.5 -0.8 0.14
```
Positions in Å, forces in eV/Å.

Summary:
- Largest force on an atom: 0.025 hartree/bohr
- E_HOMO: -9.4 eV
- Total energy: -9406.5881 eV
- Energy above the lowest of the compared OMol25 structures with the same formula, charge and spin: 74.8 kcal/mol
- Gap between HOMO and LUMO: 9.204 eV

---

Record 8
DFT (ωB97M-V/def2-TZVPD) results for a cluster of 2 separate species, C5H8O2 in total.

The geometry in XYZ format:
```
15
Properties=species:S:1:pos:R:3:forces:R:3:lowdin_charge:R:1
O -1.392 -0.700 -1.014 0.5 0.5 -0.2 0.09
C -0.558 0.127 -1.295 -0.3 -0.2 0.1 -0.40
C -0.272 1.456 -1.843 -0.2 0.1 -0.1 -0.04
C 0.841 0.546 -1.240 0.2 -0.2 0.1 -0.05
H -0.580 2.324 -1.264 0.0 -0.1 -0.1 0.11
H -0.277 1.602 -2.921 0.0 -0.1 0.2 0.11
H 1.551 0.099 -1.932 -0.1 0.0 0.1 0.11
H 1.246 0.805 -0.265 -0.1 0.0 -0.2 0.10
C -0.342 -0.124 2.052 0.0 -0.1 0.0 -0.02
C 0.337 -1.250 1.824 0.1 0.2 0.2 -0.30
O 0.103 -2.177 0.873 -0.1 0.1 -0.1 -0.01
H -0.033 0.538 2.852 0.0 -0.1 -0.1 0.05
H -1.226 0.138 1.476 0.1 0.0 0.1 0.05
H 1.201 -1.524 2.427 -0.1 0.1 -0.1 0.11
H -0.598 -1.860 0.271 0.1 0.0 0.0 0.06
```
Positions in Å, forces in eV/Å.

Summary:
- Largest force on an atom: 0.014 hartree/bohr
- E_HOMO: -8.8 eV
- Total energy: -9407.1446 eV
- Energy above the lowest of the compared OMol25 structures with the same formula, charge and spin: 62.0 kcal/mol
- Gap between HOMO and LUMO: 9.500 eV
- SMILES: O=C1CC1.C=CO